No. 1
Here is a molecular structure, C18H24F5N11O3STeTi from OMol25. Energies are from ωB97M-V/def2-TZVPD.

Structure (ORCA input):
```
! wB97M-V def2-TZVPD RIJCOSX def2/J DEFGRID3
* xyz 2 1
Ti -0.29574 0.33532 0.03788
C -5.01298 -2.27094 -0.38031
C -4.55897 -2.28319 1.06455
N -3.66434 -1.15581 1.34325
C -2.66805 -1.21000 2.21343
S -2.05959 -2.46159 3.05767
N -2.18274 0.08637 2.62564
N -1.25609 0.62690 2.04710
C -0.87605 1.96078 2.66107
C -1.34169 2.13581 4.07997
C 0.61741 2.08414 2.45545
C 1.36583 3.05148 3.09829
C 2.73367 3.09743 2.87057
C 3.30729 2.15899 2.02658
C 2.48751 1.22874 1.41273
N 1.16732 1.19646 1.61647
H -5.70554 -3.09292 -0.55263
H -4.16698 -2.39572 -1.05778
H -5.53286 -1.34527 -0.63296
H -4.01495 -3.19336 1.30660
H -5.40901 -2.21592 1.74724
H -3.90249 -0.25624 0.94872
H -0.78501 1.49559 4.76234
H -2.40069 1.91268 4.16313
H -1.18174 3.17688 4.35687
H 0.88982 3.75920 3.76115
H 3.34291 3.85125 3.35044
H 4.36974 2.15007 1.83001
H 2.88718 0.49257 0.72832
N 1.28032 -3.02350 2.33474
C 1.09438 -1.71160 2.26375
N 0.43444 -1.44190 1.14722
C 0.23865 -2.67214 0.58707
N 0.73944 -3.65512 1.28058
C -0.51780 -2.75027 -0.65010
C -0.78867 -3.92272 -1.34215
N -1.48731 -3.90590 -2.46794
C -1.93504 -2.73162 -2.88741
C -1.68939 -1.55013 -2.19537
N -0.96296 -1.56261 -1.07907
H 1.73081 -3.55498 3.06570
H 1.43102 -1.00976 3.00704
H -0.43120 -4.87586 -0.97206
H -2.51424 -2.71562 -3.80247
H -2.06619 -0.59773 -2.53259
C 2.00129 -1.11376 -4.31205
O 1.56012 -1.09945 -2.93537
C 1.69907 -0.01329 -2.21454
O 1.31969 -0.08489 -1.00366
N 2.23043 1.07538 -2.71080
N 2.51015 2.21875 -1.92429
H 1.77518 -2.11010 -4.67325
H 3.07729 -0.94561 -4.36373
H 1.44618 -0.37550 -4.89104
H 2.63572 1.07412 -3.63272
H 1.83827 2.21220 -1.15717
H 2.25622 3.02627 -2.49080
F -1.52977 2.87349 1.86668
Te -1.34068 2.90934 -1.51378
F -1.00242 4.54600 -0.61161
F -0.22191 3.61213 -2.83720
F -0.86148 1.20836 -2.48136
F -2.10971 0.60607 -0.27847
O -0.05876 2.14045 -0.33577
*
```

The value obtained for the energy above the lowest of the compared OMol25 structures with the same formula, charge and spin is 0.00 kJ/mol. For the gap between HOMO and LUMO, the calculation gives 7.139 eV. Its LUMO energy is -0.2595 hartree.

No. 2
Here is a gas-phase ion, C18H24FN2O2S (charge +1) at a distorted geometry from OMol25. Energies are from ωB97M-V/def2-TZVPD.

Structure (ORCA input):
```
! wB97M-V def2-TZVPD RIJCOSX def2/J DEFGRID3
* xyz 1 1
O 1.53891 -1.24227 -1.89728
S 0.41584 -0.45225 -2.25381
O -0.36073 -0.78622 -3.39520
C 0.77718 1.29120 -2.19577
C -0.08142 2.17169 -2.83464
C 0.22331 3.52034 -2.83580
C 1.38698 3.94424 -2.20373
F 1.67847 5.23821 -2.19945
C 2.26037 3.05629 -1.58624
C 1.94933 1.70913 -1.58675
N -0.84803 -0.76085 -0.82529
C -0.41414 -0.07247 0.40751
C 0.91968 -0.52111 1.01052
C 0.84661 -1.67694 2.03573
C 1.46982 -1.05929 3.31277
C 0.48026 -0.02428 3.78230
C 0.51629 0.97972 2.91633
C 1.53781 0.63093 1.86057
C 2.54655 -0.15790 2.70035
C -0.89055 -2.23297 -0.74965
C -2.09858 -2.74145 0.06131
N -3.35071 -2.22713 -0.42513
C -3.33359 -0.79169 -0.47532
C -2.14600 -0.24234 -1.29678
H -0.95272 1.79876 -3.34795
H -0.41204 4.24098 -3.32560
H 3.16583 3.42548 -1.13119
H 2.61329 0.98245 -1.14797
H -0.34228 0.98977 0.15148
H -1.19795 -0.17858 1.16219
H 1.61487 -0.77730 0.21226
H 1.43482 -2.53381 1.71101
H -0.17039 -2.01113 2.23357
H 1.78584 -1.78995 4.05007
H -0.15761 -0.14369 4.63738
H -0.07731 1.87496 2.90772
H 1.91524 1.46291 1.27042
H 3.04704 0.45994 3.44187
H 3.28469 -0.69708 2.11019
H -0.96408 -2.59745 -1.77889
H 0.04661 -2.58991 -0.32581
H -2.11127 -3.83056 0.01757
H -2.00243 -2.44738 1.10988
H -3.60344 -2.63334 -1.31872
H -3.29324 -0.41562 0.55135
H -4.25924 -0.43195 -0.92556
H -2.25905 -0.55829 -2.33703
H -2.12889 0.84822 -1.25481
*
```

For the gap between HOMO and LUMO, the calculation gives 8.696 eV. Its LUMO energy is -0.1293 hartree. As for the SMILES: O=S(=O)(c1ccc(F)cc1)[N+]1(C[C@@H]2C[C@@H]3C=C[C@H]2C3)CCNCC1.

No. 3
Here is a molecular structure, C18H24GeN4PbS2 from OMol25. Energies are from ωB97M-V/def2-TZVPD.

Structure (ORCA input):
```
! wB97M-V def2-TZVPD RIJCOSX def2/J DEFGRID3
* xyz 0 1
Pb 0.31233 -0.36270 -0.24862
S 1.08351 -2.58940 0.68899
C -0.38156 -3.52101 0.40772
C -0.51755 -4.69196 1.15825
C -1.61469 -5.52315 1.02694
C -1.73096 -6.69696 1.85485
N -1.82705 -7.63129 2.51771
C -2.61758 -5.19184 0.10716
C -2.49236 -4.03585 -0.64437
C -1.39492 -3.17996 -0.50827
S -1.40912 -1.73587 -1.50723
C -3.79317 -6.01211 -0.04720
N -4.74510 -6.64437 -0.17266
H 0.26187 -4.95604 1.86048
H -3.27132 -3.78171 -1.35121
C -2.77963 -0.83104 1.62300
C -3.74303 -0.70532 2.83850
N -3.11044 0.07191 3.90718
C -2.80840 1.41436 3.40931
C -1.88125 1.32653 2.16324
N -1.54106 -0.07985 1.89890
C -0.88824 -0.65332 3.08844
C -1.86170 -0.58430 4.29971
H -3.22301 -0.43941 0.70698
H -2.51102 -1.87282 1.44006
H -3.99939 -1.68953 3.23389
H -4.67403 -0.20977 2.55823
H -2.33256 1.97792 4.21334
H -3.74734 1.91327 3.16530
H -0.95393 1.88312 2.31589
H -2.36951 1.72711 1.27258
H 0.02800 -0.08982 3.27945
H -0.59925 -1.67855 2.85651
H -1.42325 -0.02128 5.12527
H -2.09976 -1.58279 4.66904
C 0.62748 3.45327 -2.07718
Ge 0.84691 1.75636 -3.03288
C -0.90766 1.13833 -3.62634
C 2.03789 1.98480 -4.56415
C 1.64775 0.40604 -1.85477
H 0.25619 4.21868 -2.76343
H 1.57397 3.79116 -1.65221
H -0.09608 3.32936 -1.26862
H -1.31150 1.82004 -4.37670
H -1.61436 1.09429 -2.79286
H -0.83473 0.14063 -4.06307
H 1.61325 2.73122 -5.23824
H 2.13892 1.04222 -5.10380
H 3.02695 2.31760 -4.24734
H 2.63192 0.72225 -1.48496
*
```

For the gap between HOMO and LUMO (alpha / beta), the calculation gives 6.410 / 6.260 eV. Its LUMO energy (alpha / beta) is -0.0530 / -0.0774 hartree.

No. 4
Here is a molecular structure, C18H24MnN4O8P4S from OMol25. Energies are from ωB97M-V/def2-TZVPD.

Structure (ORCA input):
```
! wB97M-V def2-TZVPD RIJCOSX def2/J DEFGRID3
* xyz -2 2
Mn 1.42606 -0.84728 -0.62994
S 3.75354 -0.22710 -4.40271
C 4.49083 -1.55809 -3.59510
C 3.91791 -1.80976 -2.38445
C 2.83861 -0.92582 -2.04360
C 2.66129 -0.02839 -3.05963
C 1.63488 0.96965 -2.91727
C 1.30181 1.93151 -3.87885
C 0.34222 2.87684 -3.58789
C -0.26532 2.85909 -2.33750
C 0.09973 1.86212 -1.44735
N 1.00468 0.92478 -1.71724
H 5.31091 -2.07936 -4.06795
H 4.25167 -2.61134 -1.73584
H 1.80834 1.91948 -4.83569
H 0.07525 3.62908 -4.32219
H -1.00786 3.59338 -2.05366
H -0.33289 1.80167 -0.45819
O 0.32053 -3.72019 2.09914
P 0.47836 -2.85557 0.73501
O 1.90862 -2.80174 0.24955
O -0.08959 -1.49454 0.99837
O -0.40561 -3.71183 -0.27642
P -0.40850 -3.24975 -1.94437
O 0.89447 -4.17607 -2.40567
O -2.86417 -1.76254 -0.46219
O 0.16323 -1.82471 -1.88781
H 0.78492 -4.55750 1.99550
H 1.68685 -3.78394 -2.00054
C -0.68523 3.06130 3.29950
P -0.73084 1.54292 2.24177
C -0.56410 0.28290 3.55816
C -2.57240 1.49035 2.01154
C -3.10293 0.22157 1.34282
P -2.39890 -0.18914 -0.33552
C -4.19232 -2.20610 -0.35631
C -3.71067 0.67857 -1.32506
H -1.46751 3.06147 4.06633
H -0.78883 3.95731 2.68401
H 0.28621 3.10611 3.79644
H -1.33030 0.40357 4.33162
H 0.42522 0.37568 4.00541
H -0.61641 -0.70237 3.09449
H -2.85275 2.38288 1.43791
H -3.04336 1.59622 2.99779
H -4.19680 0.27756 1.29384
H -2.84549 -0.64336 1.96334
H -4.69469 -1.81030 0.53275
H -4.16068 -3.29374 -0.28341
H -4.77860 -1.93296 -1.24071
H -4.73766 0.48666 -0.99966
H -3.60551 0.41995 -2.38075
H -3.51055 1.75020 -1.23021
O 2.67649 0.13906 0.64806
N 2.42891 0.21425 1.87698
C 3.29937 0.93303 2.59211
C 3.04506 1.07626 3.98376
N 2.85962 1.22254 5.11426
C 4.43563 1.59528 2.03610
N 5.34924 2.16023 1.61714
*
```

The value obtained for the energy above the lowest of the compared OMol25 structures with the same formula, charge and spin is 320.21 kJ/mol. As for the expectation value of S²: 0.80. For the gap between HOMO and LUMO (alpha / beta), the calculation gives 6.181 / 5.506 eV. Its LUMO energy (alpha / beta) is 0.1619 / 0.1620 hartree.

What is the formula in the second record?
C18H24FN2O2S